Version one
This record from OMol25 describes the molecule CH5N3O2. The level of theory is ωB97M-V/def2-TZVPD.

The SMILES is C[N@@H+]1N([O-])N1O. Its HOMO-LUMO gap is 9.687 eV.

Geometry as ORCA input:
```
! RIJCOSX wB97M-V def2-TZVPD def2/J DEFGRID3
* xyz 0 1
O -0.400 -2.063 0.074
O -1.986 1.101 0.384
N -1.194 0.251 -0.301
N 0.265 0.244 0.312
N -0.717 -1.079 0.681
C 1.300 0.050 -0.664
H 1.587 -1.011 -0.645
H -2.352 0.663 1.178
H 0.971 0.266 -1.682
H 2.151 0.664 -0.407
H 0.375 0.915 1.071
*
```

These are the Löwdin partial charges, in e, on atoms 1 to 6: number 1, O, carries -0.080; number 2, O, carries -0.070; number 3, N, carries -0.060; number 4, N, carries -0.114; number 5, N, carries -0.091; number 6, C, carries -0.079

***

Version two
This record from OMol25 describes the molecule CH5N3O2. The level of theory is ωB97M-V/def2-TZVPD.

The SMILES is CN/[N+]([O-])=N/O. Its HOMO-LUMO gap is 9.901 eV.

Geometry as ORCA input:
```
! RIJCOSX wB97M-V def2-TZVPD def2/J DEFGRID3
* xyz 0 1
O -1.741 -2.212 -0.262
O -0.564 -0.279 -1.377
N 0.076 0.572 0.588
N -1.007 -1.370 0.592
N -0.502 -0.403 -0.183
C 1.047 1.407 -0.105
H 0.487 0.261 1.415
H 2.039 0.970 -0.183
H 0.634 1.591 -1.046
H -1.666 -3.018 0.100
H 1.197 2.480 0.462
*
```

These are the Löwdin partial charges, in e, on atoms 1 to 6: number 1, O, carries -0.010; number 2, O, carries 0.047; number 3, N, carries -0.012; number 4, N, carries 0.047; number 5, N, carries -0.366; number 6, C, carries -0.083

***

Version three
This record from OMol25 describes the molecule CH5N3O2. The level of theory is ωB97M-V/def2-TZVPD.

The SMILES is N=C(NO)NO. Its HOMO-LUMO gap is 9.575 eV.

Geometry as ORCA input:
```
! RIJCOSX wB97M-V def2-TZVPD def2/J DEFGRID3
* xyz 0 1
O 0.934 1.573 0.427
O 0.836 0.034 -1.597
N -1.571 -0.949 0.599
N 0.454 -0.812 -0.524
N -0.456 1.004 0.332
C -0.523 -0.356 0.184
H 1.059 0.863 -1.086
H 0.568 -1.821 -0.748
H -1.111 1.264 1.015
H -1.448 -1.813 0.166
H 1.260 1.011 1.232
*
```

These are the Löwdin partial charges, in e, on atoms 1 to 6: number 1, O, carries -0.063; number 2, O, carries -0.032; number 3, N, carries 0.147; number 4, N, carries -0.004; number 5, N, carries 0.043; number 6, C, carries -0.623

***

Energies relative to the minimum, kcal/mol: version one 50.0; version two 22.2; version three 0.0

***

Version one
This record from OMol25 describes the molecule C3H9N3O2. The level of theory is ωB97M-V/def2-TZVPD.

Its HOMO-LUMO gap is 9.143 eV.

Geometry as ORCA input:
```
! RIJCOSX wB97M-V def2-TZVPD def2/J DEFGRID3
* xyz 0 1
O 1.698 -1.743 0.428
O -0.631 -0.225 -1.901
N -1.398 -0.448 0.452
N -0.332 -0.913 -0.761
N 0.060 -0.284 1.364
C 1.114 -0.685 0.224
C 1.780 0.559 -0.329
C -1.981 0.701 0.141
H 1.071 1.356 -0.550
H 0.112 0.658 1.751
H 0.066 -0.988 2.097
H 2.513 0.909 0.401
H -1.435 1.627 -0.037
H 2.301 0.291 -1.246
H -0.491 -1.913 -0.905
H -1.433 0.321 -1.588
H -3.014 0.777 0.459
*
```

These are the Löwdin partial charges, in e, on atoms 1 to 6: number 1, O, carries -0.015; number 2, O, carries -0.051; number 3, N, carries -0.031; number 4, N, carries -0.064; number 5, N, carries 0.136; number 6, C, carries -0.611

***

Version two
This record from OMol25 describes the molecule C3H9N3O2. The level of theory is ωB97M-V/def2-TZVPD.

The SMILES is C=N[C@@H](O)N(O)CN. Its HOMO-LUMO gap is 9.864 eV.

Geometry as ORCA input:
```
! RIJCOSX wB97M-V def2-TZVPD def2/J DEFGRID3
* xyz 0 1
O -0.468 0.738 -1.204
O 1.670 1.486 0.348
N 1.328 -0.867 0.265
N -2.716 -0.479 -0.105
N -0.515 0.617 0.250
C 2.273 -0.958 -0.556
C 0.837 0.411 0.721
C -1.470 -0.686 0.509
H -3.002 0.493 0.005
H -2.674 -0.651 -1.103
H 2.545 -1.948 -0.900
H 1.174 2.305 0.445
H 0.766 0.345 1.817
H -1.073 -1.659 0.214
H 0.024 1.558 -1.347
H -1.525 -0.596 1.593
H 2.826 -0.107 -0.954
*
```

These are the Löwdin partial charges, in e, on atoms 1 to 6: number 1, O, carries -0.067; number 2, O, carries -0.015; number 3, N, carries 0.038; number 4, N, carries 0.005; number 5, N, carries -0.095; number 6, C, carries -0.018

***

Energies relative to the minimum, kcal/mol: version one 81.2; version two 0.0

***

Version one
This record from OMol25 describes a cluster of 2 separate species, C3H9N3O2 in total. The level of theory is ωB97M-V/def2-TZVPD.

Its HOMO-LUMO gap (spin up / spin down) is 8.196 / 8.882 eV.

Geometry as ORCA input:
```
! RIJCOSX wB97M-V def2-TZVPD def2/J DEFGRID3
* xyz 0 1
O -1.583 0.550 1.066
O -1.737 1.928 -1.134
N -1.062 -0.337 0.312
N -1.284 0.805 -1.774
N 0.762 0.403 1.367
C 2.125 0.472 1.811
C -0.521 -1.476 -1.787
C -0.962 -0.231 -1.080
H -0.817 -1.227 0.749
H 0.616 1.197 0.737
H 0.454 -1.805 -1.421
H 2.347 -0.344 2.502
H 2.308 1.426 2.334
H -0.447 -1.268 -2.851
H 2.854 0.464 0.980
H -1.813 1.730 -0.168
H -1.238 -2.288 -1.642
*
```

These are the Löwdin partial charges, in e, on atoms 1 to 6: number 1, O, carries -0.082; number 2, O, carries -0.041; number 3, N, carries -0.114; number 4, N, carries 0.050; number 5, N, carries 0.037; number 6, C, carries -0.193

***

Version two
This record from OMol25 describes a cluster of 2 separate species, C3H9N3O2 in total. The level of theory is ωB97M-V/def2-TZVPD.

The SMILES is [H]/N=C(/N)C(C)=O.NO. Its HOMO-LUMO gap is 9.850 eV.

Geometry as ORCA input:
```
! RIJCOSX wB97M-V def2-TZVPD def2/J DEFGRID3
* xyz 0 1
O 1.294 -0.576 -1.582
O 1.084 2.517 1.649
N -2.057 -1.195 -0.351
N 0.912 1.831 0.386
N -1.360 0.577 -1.604
C 0.878 -1.640 0.541
C -1.039 -0.425 -0.854
C 0.561 -0.753 -0.623
H -2.872 -1.124 -0.958
H -0.500 1.058 -1.911
H 0.149 -2.445 0.646
H 1.859 -2.105 0.406
H 0.173 1.127 0.632
H -2.321 -0.882 0.579
H 0.475 3.276 1.561
H 0.892 -1.044 1.455
H 1.872 1.803 0.028
*
```

These are the Löwdin partial charges, in e, on atoms 1 to 6: number 1, O, carries 0.078; number 2, O, carries -0.156; number 3, N, carries 0.074; number 4, N, carries -0.039; number 5, N, carries 0.138; number 6, C, carries -0.027

***

Version three
This record from OMol25 describes the molecule C3H9N3O2. The level of theory is ωB97M-V/def2-TZVPD.

The SMILES is O[C@@H]1NCN[C@H](O)N1. Its HOMO-LUMO gap is 10.075 eV.

Geometry as ORCA input:
```
! RIJCOSX wB97M-V def2-TZVPD def2/J DEFGRID3
* xyz 0 1
O -1.086 0.719 -2.236
O -0.037 1.112 1.643
N 0.586 1.015 -0.608
N 0.947 -0.855 0.846
N -1.116 -0.620 -0.384
C 0.915 0.577 0.730
C -0.315 -1.499 0.439
C -0.269 0.070 -1.337
H -0.050 -2.381 -0.158
H 0.305 -0.682 -1.899
H -1.579 0.065 0.210
H 1.403 1.260 -1.149
H -0.148 2.049 1.450
H -0.916 -1.817 1.296
H 1.204 -1.119 1.788
H 1.913 0.960 0.994
H -1.760 1.144 -1.626
*
```

These are the Löwdin partial charges, in e, on atoms 1 to 6: number 1, O, carries -0.002; number 2, O, carries -0.027; number 3, N, carries 0.071; number 4, N, carries 0.014; number 5, N, carries 0.004; number 6, C, carries -0.451

***

Energies relative to the minimum, kcal/mol: version one 137.0; version two 65.9; version three 0.0

***

Version one
This record from OMol25 describes a cluster of 3 separate species, C3H9N3O2 in total. The level of theory is ωB97M-V/def2-TZVPD.

The SMILES is N#[N+][O-].CC(C)=N.O. Its HOMO-LUMO gap is 10.222 eV.

Geometry as ORCA input:
```
! RIJCOSX wB97M-V def2-TZVPD def2/J DEFGRID3
* xyz 0 1
O 0.329 -0.471 2.626
O 4.203 1.312 -1.663
N 3.747 0.471 -2.309
N 1.154 1.018 -1.096
N 3.290 -0.326 -2.929
C -1.231 0.779 -0.589
C 0.123 0.362 -0.921
C 0.259 -1.174 -0.905
H -1.948 0.543 -1.563
H 1.048 2.106 -1.326
H -0.684 -1.592 -1.254
H 1.084 -1.499 -1.532
H -1.647 -0.096 0.000
H 0.409 -1.586 0.130
H 1.057 -1.037 2.629
H 0.435 0.366 3.030
H -1.684 1.757 -0.262
*
```

These are the Löwdin partial charges, in e, on atoms 1 to 6: number 1, O, carries -0.013; number 2, O, carries 0.085; number 3, N, carries -0.348; number 4, N, carries 0.103; number 5, N, carries 0.223; number 6, C, carries -0.085

***

Version two
This record from OMol25 describes a cluster of 2 separate species, C3H9N3O2 in total. The level of theory is ωB97M-V/def2-TZVPD.

The SMILES is [H]/N=C\OC.NC(N)=O. Its HOMO-LUMO gap is 9.854 eV.

Geometry as ORCA input:
```
! RIJCOSX wB97M-V def2-TZVPD def2/J DEFGRID3
* xyz 0 1
O 2.375 0.350 0.126
O -1.169 0.004 -0.734
N 0.634 1.553 1.004
N -0.292 -1.800 0.454
N 1.259 -0.499 1.964
C 1.396 0.404 0.845
C -1.548 0.326 -2.057
C -0.289 -1.037 -0.581
H -0.887 -1.468 1.212
H -0.726 0.827 -2.582
H -0.309 1.432 1.326
H 0.168 -1.432 -1.485
H 2.066 -1.094 2.093
H 0.878 -0.137 2.826
H -1.821 -0.583 -2.615
H -2.400 1.004 -1.991
H 0.664 2.149 0.196
*
```

These are the Löwdin partial charges, in e, on atoms 1 to 6: number 1, O, carries 0.047; number 2, O, carries -0.155; number 3, N, carries 0.149; number 4, N, carries 0.106; number 5, N, carries 0.094; number 6, C, carries -0.655

***

Version three
This record from OMol25 describes a structure of composition C3H9N3O2. The level of theory is ωB97M-V/def2-TZVPD.

Its HOMO-LUMO gap is 8.055 eV.

Geometry as ORCA input:
```
! RIJCOSX wB97M-V def2-TZVPD def2/J DEFGRID3
* xyz 0 1
O -0.978 -0.694 -1.400
O 0.054 -2.711 0.014
N 1.544 0.266 1.012
N -1.442 -0.385 0.870
N 0.555 -2.033 -0.799
C -1.035 0.061 -0.367
C -1.249 1.539 -0.599
C 1.563 -0.475 -0.202
H -2.077 -1.168 0.908
H -2.309 1.682 -0.815
H 2.448 0.319 1.460
H -0.675 -0.518 1.525
H 1.204 1.211 0.873
H -0.992 2.127 0.282
H -0.673 1.890 -1.452
H 1.672 0.069 -1.146
H 2.390 -1.181 -0.164
*
```

These are the Löwdin partial charges, in e, on atoms 1 to 6: number 1, O, carries -0.044; number 2, O, carries -0.022; number 3, N, carries -0.014; number 4, N, carries 0.124; number 5, N, carries 0.009; number 6, C, carries -0.546

***

Version four
This record from OMol25 describes the molecule C3H9N3O2. The level of theory is ωB97M-V/def2-TZVPD.

The SMILES is C/C(O)=C(/N)N(N)O. Its HOMO-LUMO gap is 9.298 eV.

Geometry as ORCA input:
```
! RIJCOSX wB97M-V def2-TZVPD def2/J DEFGRID3
* xyz 0 1
O 1.934 -1.431 -0.375
O -2.309 0.425 -0.901
N -1.257 1.145 1.055
N -0.844 -1.803 -0.234
N -1.073 0.741 -0.268
C 1.047 -0.159 -0.224
C 1.767 1.120 -0.057
C -0.171 -0.600 -0.271
H -1.765 0.450 1.612
H 2.642 1.123 -0.707
H -1.770 2.022 1.065
H 2.099 1.245 0.975
H -0.253 -2.528 0.154
H 2.756 -1.245 0.093
H -1.232 -2.064 -1.135
H 1.099 1.943 -0.291
H -2.670 -0.384 -0.491
*
```

These are the Löwdin partial charges, in e, on atoms 1 to 6: number 1, O, carries -0.070; number 2, O, carries -0.076; number 3, N, carries 0.030; number 4, N, carries 0.110; number 5, N, carries -0.215; number 6, C, carries -0.225

***

Energies relative to the minimum, kcal/mol: version one 57.1; version two 0.0; version three 86.7; version four 70.3

***

Version one
This record from OMol25 describes a cluster of 2 separate species, C3H8N4O in total. The level of theory is ωB97M-V/def2-TZVPD.

The SMILES is [H]/N=N/N=O.C/C=C/N. Its HOMO-LUMO gap is 7.665 eV.

Geometry as ORCA input:
```
! RIJCOSX wB97M-V def2-TZVPD def2/J DEFGRID3
* xyz 0 1
O 2.449 2.772 -2.412
N -0.129 3.873 -0.617
N 0.672 3.257 -1.273
N 1.787 3.133 -1.538
N -1.430 0.460 -0.040
C -0.282 -0.218 0.218
C -0.207 -1.599 0.357
C 1.115 -2.421 0.366
H 0.584 0.425 0.346
H -0.769 3.206 -0.124
H 0.968 -3.285 1.025
H -1.079 -2.276 0.194
H -1.468 1.337 0.520
H -2.288 -0.216 0.011
H 1.149 -2.965 -0.543
H 1.916 -1.862 0.739
*
```

These are the Löwdin partial charges, in e, on atoms 1 to 6: number 1, O, carries 0.043; number 2, N, carries 0.091; number 3, N, carries -0.070; number 4, N, carries -0.122; number 5, N, carries -0.012; number 6, C, carries -0.283

***

Version two
This record from OMol25 describes a structure of composition C3H8N4O. The level of theory is ωB97M-V/def2-TZVPD.

Its HOMO-LUMO gap is 9.593 eV.

Geometry as ORCA input:
```
! RIJCOSX wB97M-V def2-TZVPD def2/J DEFGRID3
* xyz 0 1
O -2.027 1.152 -1.031
N -0.273 -1.921 0.371
N 1.258 -0.875 -1.658
N -0.534 0.113 1.412
N 0.589 0.034 -0.823
C -1.647 0.078 -0.893
C -0.254 -0.554 0.353
C -0.361 1.533 1.515
H 1.100 -0.647 -2.635
H -0.257 -2.347 1.281
H 1.026 0.937 -0.666
H 0.674 1.855 1.338
H 2.256 -0.905 -1.472
H 0.092 -2.382 -0.446
H -0.635 1.830 2.527
H -1.007 2.097 0.827
*
```

These are the Löwdin partial charges, in e, on atoms 1 to 6: number 1, O, carries 0.072; number 2, N, carries 0.118; number 3, N, carries -0.007; number 4, N, carries 0.009; number 5, N, carries -0.098; number 6, C, carries -0.002

***

Version three
This record from OMol25 describes the molecule C3H8N4O. The level of theory is ωB97M-V/def2-TZVPD.

The SMILES is [H]/N=C(\C)N/C(N)=N/O. Its HOMO-LUMO gap is 8.910 eV.

Geometry as ORCA input:
```
! RIJCOSX wB97M-V def2-TZVPD def2/J DEFGRID3
* xyz 0 1
O -0.351 -0.906 -2.936
N 0.848 -0.430 2.070
N 0.613 -1.431 -0.435
N -0.710 -0.050 -1.950
N -0.209 0.691 0.184
C -0.224 -0.347 -0.800
C -0.158 1.806 2.320
C 0.239 0.583 1.461
H 0.457 -2.276 -0.978
H 0.008 2.748 1.822
H -1.244 1.983 2.544
H 0.338 1.815 3.337
H 1.014 -0.060 3.010
H -0.656 1.541 -0.094
H -0.860 -0.695 -3.722
H 0.800 -1.524 0.603
*
```

These are the Löwdin partial charges, in e, on atoms 1 to 6: number 1, O, carries -0.067; number 2, N, carries 0.074; number 3, N, carries 0.131; number 4, N, carries -0.029; number 5, N, carries 0.109; number 6, C, carries -0.395

***

Energies relative to the minimum, kcal/mol: version one 117.8; version two 27.4; version three 0.0

***

Version one
This record from OMol25 describes a structure of composition C3H8N4O. The level of theory is ωB97M-V/def2-TZVPD.

Its HOMO-LUMO gap is 8.663 eV.

Geometry as ORCA input:
```
! RIJCOSX wB97M-V def2-TZVPD def2/J DEFGRID3
* xyz 0 1
O 1.184 -2.487 0.933
N -0.671 0.448 1.281
N 0.186 -0.493 -1.567
N 0.606 -0.307 1.358
N -0.314 -1.443 -0.479
C -0.426 0.869 -1.191
C 0.577 -1.399 0.672
C -0.044 1.448 0.235
H -0.949 -2.620 -0.728
H -1.456 0.938 -1.463
H 0.124 1.783 -1.912
H -0.667 2.473 0.125
H 1.169 -0.327 2.246
H -0.619 0.880 2.346
H 0.019 -0.957 -2.492
H 1.280 1.193 0.636
*
```

These are the Löwdin partial charges, in e, on atoms 1 to 6: number 1, O, carries -0.025; number 2, N, carries -0.032; number 3, N, carries -0.067; number 4, N, carries -0.082; number 5, N, carries -0.055; number 6, C, carries -0.243

***

Version two
This record from OMol25 describes a structure of composition C3H8N4O. The level of theory is ωB97M-V/def2-TZVPD.

Its HOMO-LUMO gap is 10.199 eV.

Geometry as ORCA input:
```
! RIJCOSX wB97M-V def2-TZVPD def2/J DEFGRID3
* xyz 0 1
O 1.151 0.030 -0.900
N -0.954 -0.869 0.009
N -1.740 0.357 -0.174
N 0.690 1.372 -0.639
N -0.039 2.596 1.234
C 0.844 -2.355 -0.374
C 0.313 -0.891 -0.282
C 0.946 1.887 0.587
H -1.211 2.455 0.713
H 2.019 1.761 1.149
H 1.644 -2.767 0.382
H 1.161 -2.337 -1.390
H -2.684 -0.189 -0.130
H -0.485 1.368 -0.724
H -1.640 0.636 0.777
H -0.016 -3.056 -0.237
*
```

These are the Löwdin partial charges, in e, on atoms 1 to 6: number 1, O, carries -0.038; number 2, N, carries 0.009; number 3, N, carries -0.049; number 4, N, carries -0.051; number 5, N, carries -0.013; number 6, C, carries -0.020

***

Energies relative to the minimum, kcal/mol: version one 37.3; version two 0.0